# 1
A cluster of 4 separate species, CH12N2O3 in total. Source: the OMol25 dataset; level of theory: ωB97M-V/def2-TZVPD.

```
! wB97M-V def2-TZVPD RIJCOSX def2/J DEFGRID3
* xyz 0 1
N 1.625 -0.500 0.934
C 0.731 -1.632 0.944
N -0.521 -1.544 1.707
H 1.167 0.282 0.469
H 1.808 -0.129 1.853
H 0.363 -1.877 -0.054
H 1.241 -2.537 1.281
H -0.453 -1.456 2.721
H -1.077 -0.785 1.327
O -1.419 2.111 -1.685
H -2.032 2.691 -2.113
H -1.650 1.210 -1.858
O 1.133 -0.455 -2.831
H 1.583 -0.762 -3.606
H 1.766 -0.599 -2.130
O -1.430 1.683 1.249
H -1.433 1.707 0.278
H -1.402 2.592 1.515
*
```

Summary:
- frontier orbital gap (eV) = 9.2
- energy above the lowest of the compared OMol25 structures with the same formula, charge and spin (kcal/mol) = 12.01
- E_tot (Ha) = -380.51136
- SMILES = NCN.O.O.O

---

# 2
A cluster of 2 separate species, CH12N4P2Si in total. Source: the OMol25 dataset; level of theory: ωB97M-V/def2-TZVPD.

```
! wB97M-V def2-TZVPD RIJCOSX def2/J DEFGRID3
* xyz 0 1
N -1.868 1.437 -0.266
P -2.303 -0.162 0.041
C -1.025 -0.670 0.995
P 0.114 0.191 2.173
N -0.656 1.572 2.734
N 1.060 1.136 1.021
H -1.902 1.814 -1.306
H -0.962 1.614 -0.029
H -0.928 -1.804 1.051
H -1.479 1.985 2.297
H -0.738 1.532 3.674
H 1.032 0.878 0.064
H 2.004 1.097 1.346
N 0.001 -1.201 -1.789
Si 1.689 -1.731 -1.863
H -0.224 -0.306 -2.222
H -0.446 -1.857 -2.367
H 1.988 -2.459 -0.666
H 2.636 -0.579 -1.890
H 2.007 -2.488 -2.998
*
```

Summary:
- frontier orbital gap (eV) = 8.1
- energy above the lowest of the compared OMol25 structures with the same formula, charge and spin (kcal/mol) = 20.56
- E_tot (Ha) = -1236.47062
- SMILES = N/P=C\P(N)N.N[SiH3]

---

# 3
A cluster of 4 separate species, CH12NO3 in total. Source: the OMol25 dataset; level of theory: ωB97M-V/def2-TZVPD.

```
! wB97M-V def2-TZVPD RIJCOSX def2/J DEFGRID3
* xyz 1 1
C -1.302 0.526 0.412
N -0.289 0.223 -0.603
H -0.935 1.031 1.311
H -2.200 1.080 0.113
H -1.759 -0.374 0.829
H -0.367 -0.601 -1.194
H 0.524 0.013 0.012
H -0.163 1.000 -1.299
H -0.856 -2.742 1.335
H -1.120 -3.246 -0.088
O -0.707 -2.538 0.411
H 0.787 2.634 -2.014
H 2.096 1.780 -2.094
O 1.152 1.772 -2.234
H 1.420 0.281 2.284
H 2.015 -0.879 1.403
O 1.705 0.040 1.418
*
```

Summary:
- frontier orbital gap (eV) = 12.7
- energy above the lowest of the compared OMol25 structures with the same formula, charge and spin (kcal/mol) = 23.64
- E_tot (Ha) = -325.52811

---

# 4
A cluster of 5 separate species, CH12NO4 in total. Source: the OMol25 dataset; level of theory: ωB97M-V/def2-TZVPD.

```
! wB97M-V def2-TZVPD RIJCOSX def2/J DEFGRID3
* xyz 1 1
C 2.093 -0.431 0.020
N 0.915 -0.684 0.472
H 2.326 -0.119 -0.992
H 2.842 -0.658 0.767
H 0.144 -0.078 0.140
H 0.660 -1.518 1.014
H -0.351 -3.552 1.813
H -1.536 -2.695 2.231
O -0.757 -2.678 1.675
H -1.963 0.901 -0.551
H -1.428 0.579 -1.913
O -1.208 0.476 -0.977
H 3.520 2.842 -0.088
H 4.577 2.313 0.741
O 3.636 2.172 0.586
H -4.702 1.763 -1.547
H -4.697 0.354 -1.861
O -4.072 1.013 -1.531
*
```

Summary:
- frontier orbital gap (eV) = 9.9
- energy above the lowest of the compared OMol25 structures with the same formula, charge and spin (kcal/mol) = 29.54
- E_tot (Ha) = -400.73242